A molecular structure, C7H10 in a non-equilibrium geometry, computed with the ωB97M-V functional and the def2-TZVPD basis.

Structure (XYZ):
```
17
Properties=species:S:1:pos:R:3:nbo_charge:R:1
C 1.45357 -0.72171 -0.23438 -0.4237
C 0.90626 0.67065 0.13894 -0.2024
C -0.02346 1.02790 -1.03874 -0.4302
C -1.05507 -0.04977 -0.74512 -0.2572
C -1.53829 0.30960 0.66942 -0.4234
C -0.12733 -0.05075 1.10934 -0.2131
C 0.06447 -1.17984 0.11599 -0.1994
H 1.85880 -0.88507 -1.24351 0.2009
H 2.16194 -1.08884 0.51608 0.2132
H 1.57699 1.43726 0.52246 0.2068
H 0.45391 0.95802 -2.01931 0.2142
H -0.43303 2.04450 -0.93613 0.2151
H -1.09144 -1.03086 -1.16586 0.2772
H -1.84458 1.35218 0.84157 0.2036
H -2.31481 -0.35992 1.04345 0.2150
H 0.17497 -0.19604 2.14426 0.1957
H -0.22292 -2.23731 0.28152 0.2077
```

* HOMO energy: -8.24 eV
* spin multiplicity: 1
* relative energy (zero: lowest compared OMol25 entry of this formula, charge and spin): 3.824 eV
* frontier orbital gap: 9.42 eV

A molecular structure, C12H35N3O5Zn in a non-equilibrium geometry, computed with the ωB97M-V functional and the def2-TZVPD basis.

Structure (XYZ):
```
56
Properties=species:S:1:pos:R:3:nbo_charge:R:1
Zn -1.40076 -0.01551 -1.62766 1.4581
O -4.18834 -0.36025 -1.45661 -1.2665
H -5.06554 -0.60555 -1.10325 0.4422
O 0.18284 0.81042 -3.73514 -1.2029
H 0.31599 1.54444 -4.36601 0.4410
C 5.43141 0.79322 -1.16272 -0.6185
C 4.48173 -0.01021 -0.38641 -0.0665
C 4.12504 0.53920 1.02428 -0.0639
O 3.19978 1.63853 0.98116 -0.5681
C 2.86461 2.20205 2.29315 -0.2492
N 3.38221 -0.51856 -1.22528 -0.8490
H 6.37884 0.78480 -0.62383 0.2062
H 5.01096 1.79509 -1.24963 0.2172
H 5.62046 0.30844 -2.12051 0.2086
H 4.96235 -0.96176 -0.15912 0.1825
H 5.02438 0.63144 1.63322 0.1722
H 3.53096 -0.13295 1.64344 0.1640
H 3.80941 2.62022 2.64037 0.1802
H 2.48045 1.35101 2.85553 0.1722
H 2.13835 2.99993 2.13816 0.1944
H 2.78688 0.19532 -1.62032 0.3683
H 3.77254 -0.87770 -2.08479 0.3544
C -1.89250 -3.62003 0.36246 -0.6220
C -0.49124 -3.42978 -0.26426 -0.0686
C -0.55009 -3.84549 -1.76836 -0.0621
O -1.39418 -2.98603 -2.50885 -0.5551
C -1.64570 -3.43867 -3.81543 -0.2487
N -0.13957 -2.05001 -0.12039 -0.8627
H -2.72832 -3.01513 0.01087 0.2535
H -1.80022 -3.40775 1.42760 0.1979
H -2.13550 -4.67965 0.28350 0.2055
H 0.19838 -4.09831 0.25108 0.1821
H -0.79954 -4.90576 -1.80970 0.1786
H 0.42401 -3.66516 -2.22301 0.1665
H -2.59009 -3.06957 -4.21540 0.2093
H -1.70665 -4.52507 -3.87984 0.1643
H -0.82732 -3.16810 -4.48261 0.1749
H 0.19305 -2.08412 0.83267 0.3743
H 0.74205 -1.83585 -0.56423 0.3840
C -3.16867 3.70294 0.03037 -0.6291
C -2.11126 3.10485 1.02590 -0.0573
C -2.83082 2.23272 2.10392 -0.0701
O -1.92809 2.03488 3.11489 -0.5471
C -2.51698 1.41583 4.25086 -0.2631
N -1.10597 2.32970 0.29510 -0.8407
H -2.69041 4.36618 -0.69040 0.2070
H -3.90301 4.33244 0.53292 0.2157
H -3.62189 2.84330 -0.46330 0.2411
H -1.63869 3.90887 1.59011 0.1780
H -3.27491 1.28160 1.81023 0.1841
H -3.68374 2.83419 2.41835 0.1558
H -1.85563 1.13445 5.07034 0.2039
H -2.80278 0.42363 3.90165 0.1626
H -3.49502 1.84568 4.46709 0.1777
H -0.33713 2.16811 0.92982 0.3686
H -0.73611 3.13349 -0.19197 0.3642
```

* HOMO energy: -7.57 eV
* spin multiplicity: 1
* relative energy (zero: lowest compared OMol25 entry of this formula, charge and spin): 8.531 eV
* frontier orbital gap: 5.56 eV

C5H10O in the gas phase in a non-equilibrium geometry, computed with the ωB97M-V functional and the def2-TZVPD basis.

Structure (XYZ):
```
16
Properties=species:S:1:pos:R:3:nbo_charge:R:1
C 1.64921 0.20293 -0.96474 -0.6243
C 0.88206 0.93368 0.13701 -0.3853
C -0.10928 0.11429 1.11616 -0.0113
O -1.04397 0.86459 1.65107 -0.6128
C -0.66317 -0.89563 0.23118 0.1505
C -1.84787 -0.58802 -0.56978 -0.7181
H 2.23537 -0.64170 -0.58502 0.2038
H 2.34309 0.88694 -1.46504 0.2196
H 0.96866 -0.18043 -1.73651 0.2000
H 1.55679 1.46247 0.81741 0.2165
H 0.20719 1.68079 -0.29034 0.2174
H 0.57646 -0.39412 1.83849 0.2161
H -0.24179 -1.90402 0.17355 0.1857
H -1.97495 0.50044 -0.60668 0.2507
H -2.75525 -0.97896 -0.08887 0.2657
H -1.77707 -1.06286 -1.55621 0.2259
```

* HOMO energy (spin up / spin down): -8.80 / -7.92 eV
* spin multiplicity: 1
* relative energy (zero: lowest compared OMol25 entry of this formula, charge and spin): 4.062 eV
* frontier orbital gap (spin up / spin down): 8.40 / 6.50 eV

A molecular structure, C2H8OP4S in a non-equilibrium geometry, computed with the ωB97M-V functional and the def2-TZVPD basis.

Structure (XYZ):
```
16
Properties=species:S:1:pos:R:3:nbo_charge:R:1
C -1.49639 -1.05427 -0.55826 0.4164
C -2.72425 -0.56595 0.12337 -0.7054
O -1.10444 -2.13389 -0.93198 -0.5065
P -0.32428 0.47904 -0.72567 0.0863
P 3.65048 1.51731 1.19352 -0.0355
P 1.68715 -0.93618 0.63496 -0.0007
P 3.60963 -0.46097 0.04332 0.0280
S -2.56363 0.69519 1.31721 0.0766
H -3.14246 -1.47843 0.61684 0.2435
H -3.51221 -0.26718 -0.50032 0.2658
H -1.37506 1.45711 -1.17759 0.0193
H -0.04561 0.15228 -2.16589 0.0268
H 4.40362 2.20006 0.19377 -0.0027
H 2.41076 1.98947 0.71032 -0.0103
H 1.89597 -1.86270 -0.35866 -0.0159
H -1.36927 0.26912 1.58504 0.1142
```

* HOMO energy: -8.08 eV
* spin multiplicity: 1
* relative energy (zero: lowest compared OMol25 entry of this formula, charge and spin): 1.300 eV
* frontier orbital gap: 7.07 eV

2 unconnected molecules or ions with the total composition C14H16, computed with the ωB97M-V functional and the def2-TZVPD basis.

Structure (XYZ):
```
30
Properties=species:S:1:pos:R:3:nbo_charge:R:1
C 4.42474 -2.91216 -1.09703 -0.6303
C 1.55737 -0.52437 -1.67309 -0.1879
C 0.56924 -1.36101 -2.18563 -0.2296
C 2.77723 -1.02518 -1.28324 -0.2241
C 3.06479 -2.38097 -1.48188 -0.0004
C 0.84646 -2.69716 -2.35314 -0.1987
C 2.10789 -3.19324 -2.04766 -0.2256
H 1.33377 0.52024 -1.50743 0.2069
H -0.38304 -0.95360 -2.51429 0.2115
H 3.48120 -0.39822 -0.74862 0.2097
H 0.07565 -3.36874 -2.72400 0.2107
H 5.23521 -2.42459 -1.63863 0.2192
H 4.50266 -3.97906 -1.29725 0.2125
H 2.30127 -4.25234 -2.20500 0.2083
H 4.58434 -2.77427 -0.02578 0.2180
C -4.10766 1.65491 3.02426 -0.6291
C -0.83968 2.53734 0.34921 -0.2169
C -0.84782 3.01089 1.65241 -0.2033
C -1.89800 1.72884 -0.04886 -0.2064
C -1.87146 2.68987 2.52833 -0.2179
C -2.97225 1.49190 0.78687 -0.2095
C -2.97855 1.97018 2.09549 -0.0138
H -0.03236 2.76730 -0.32922 0.2110
H -0.06027 3.64491 2.03662 0.2093
H -1.90511 1.37446 -1.06910 0.2082
H -1.84385 3.07365 3.53832 0.2068
H -3.86723 0.99607 0.41805 0.2070
H -4.88546 2.41980 2.93816 0.2196
H -3.78601 1.65702 4.06753 0.2174
H -4.58303 0.70753 2.79461 0.2180
```

* HOMO energy: -9.01 eV
* spin multiplicity: 1
* relative energy (zero: lowest compared OMol25 entry of this formula, charge and spin): 0.185 eV
* frontier orbital gap: 9.97 eV

A molecular structure, C26H30Cl3FeGe2N4S2Te in a non-equilibrium geometry, computed with the ωB97M-V functional and the def2-TZVPD basis.

Structure (XYZ):
```
69
Properties=species:S:1:pos:R:3:nbo_charge:R:1
Fe -0.15221 -0.05254 -0.36869 0.3020
C -2.20316 -2.58014 -1.34920 -0.6690
C -2.27098 -2.23302 0.09760 0.3176
C -3.24938 -2.91619 0.86533 -0.2469
C -3.41158 -2.64267 2.17907 -0.0867
C -2.59655 -1.65973 2.77498 -0.1124
C -2.74841 -1.29716 4.13427 -0.1460
C -1.96177 -0.33026 4.68727 -0.1976
C -0.98286 0.29621 3.89822 -0.1572
C -0.81494 -0.04480 2.57686 -0.2527
S 0.40569 0.75654 1.63329 0.1280
C -1.63273 -1.02808 1.97245 0.2368
N -1.46329 -1.32383 0.62762 -0.4932
H -2.93511 -3.34678 -1.59207 0.2340
H -1.21918 -2.95814 -1.61555 0.2536
H -2.43126 -1.70611 -1.96381 0.2610
H -3.86279 -3.65378 0.36891 0.2326
H -4.15929 -3.15396 2.77369 0.2283
H -3.51020 -1.79725 4.71918 0.2243
H -2.08334 -0.04225 5.72250 0.2298
H -0.34987 1.06381 4.32641 0.2330
Cl 0.00031 -2.58257 -3.86057 -0.4519
Ge -0.12279 -0.69623 -2.77014 0.8740
Cl -1.67987 0.34623 -3.86983 -0.4306
Cl 1.62124 0.25698 -3.72672 -0.4705
C 6.24412 -0.79745 0.44545 -0.6069
C 5.05533 0.09537 0.09855 -0.3978
C 4.18694 0.42024 1.31136 -0.4024
C 3.30983 -0.74899 1.75655 -0.8335
Ge 1.75492 -1.31403 0.70530 1.0633
C 2.24480 -2.41863 -0.86168 -0.7683
C 3.48166 -3.31886 -0.66205 -0.4122
C 3.16910 -4.73701 -0.18732 -0.3938
C 2.76990 -4.83487 1.28123 -0.6119
H 6.81655 -1.06206 -0.44524 0.2145
H 5.93684 -1.73054 0.92226 0.1929
H 6.91793 -0.28380 1.13480 0.2079
H 4.43957 -0.38547 -0.66988 0.1874
H 5.42981 1.02478 -0.33298 0.2166
H 3.55596 1.29112 1.09974 0.2014
H 4.84230 0.71495 2.13770 0.2077
H 2.87793 -0.53618 2.73622 0.2356
H 3.91992 -1.64981 1.87551 0.2240
H 1.07031 -2.22836 1.74620 -0.1634
H 2.42456 -1.72645 -1.68601 0.2492
H 1.36587 -3.00954 -1.12968 0.2425
H 4.19511 -2.85882 0.02543 0.2074
H 3.98952 -3.37947 -1.62844 0.2304
H 4.05513 -5.35418 -0.35572 0.2110
H 2.37467 -5.15444 -0.81321 0.2012
H 3.54991 -4.41889 1.92554 0.2008
H 2.61434 -5.87251 1.57912 0.2195
H 1.84727 -4.29060 1.48780 0.2036
N -1.67548 1.13261 -0.61670 -0.5602
C -2.54471 1.90262 -0.64556 0.5134
C -3.59624 2.78617 -0.68931 -0.5877
C -3.33570 4.18095 -0.58946 0.3044
N -3.12025 5.30962 -0.49204 -0.3679
C -4.91646 2.26749 -0.80537 0.3072
N -5.97732 1.82690 -0.90839 -0.3728
Te 1.30764 2.07051 -1.15394 0.6698
C 3.16070 2.47882 -1.93986 -0.6049
C 4.10307 1.75869 -2.63171 -0.2338
C 5.23743 2.54177 -2.95894 -0.2603
C 5.13350 3.82680 -2.50269 -0.4094
S 3.67037 4.09660 -1.68830 0.5098
H 3.98058 0.72519 -2.91056 0.2463
H 6.09035 2.16977 -3.50810 0.2329
H 5.84264 4.63210 -2.61788 0.2464
```

* HOMO energy (spin up / spin down): -7.57 / -7.57 eV
* spin multiplicity: 2
* relative energy (zero: lowest compared OMol25 entry of this formula, charge and spin): 2.025 eV
* frontier orbital gap (spin up / spin down): 4.64 / 4.65 eV

C3H5PS in the gas phase in a non-equilibrium geometry, computed with the ωB97M-V functional and the def2-TZVPD basis.

Structure (XYZ):
```
10
Properties=species:S:1:pos:R:3:nbo_charge:R:1
C 0.54623 0.12499 -0.04433 -0.3661
C -0.53029 1.27549 -0.07622 -0.4961
C -0.50407 -0.92094 -0.09580 -0.5930
P 2.11377 0.23711 0.52481 0.4135
S -1.84468 0.04150 0.58932 0.1765
H -0.11866 2.17757 0.35730 0.2281
H -0.90423 1.39562 -1.08252 0.2177
H -0.83739 -1.28103 -1.21739 0.2305
H -0.24009 -1.84374 0.48544 0.2333
H 2.31941 -1.20655 0.55939 -0.0445
```

* HOMO energy: -8.87 eV
* spin multiplicity: 1
* relative energy (zero: lowest compared OMol25 entry of this formula, charge and spin): 1.741 eV
* frontier orbital gap: 8.89 eV

C4H4N2 in the gas phase, computed with the ωB97M-V functional and the def2-TZVPD basis.

Structure (XYZ):
```
10
Properties=species:S:1:pos:R:3:nbo_charge:R:1
C 0.29908 -0.51921 -1.24587 -0.0962
C -0.96757 -0.54808 -0.85883 -0.0950
N -0.63157 -0.67708 0.55243 -0.2472
C -0.30065 0.56026 1.24609 -0.0945
C 0.95479 0.56438 0.82342 -0.0974
N 0.78771 -0.67668 0.10384 -0.2312
H 0.86800 -0.37855 -2.15711 0.2166
H -1.94205 -0.62298 -1.31905 0.2143
H -0.90073 1.10272 1.96148 0.2140
H 1.83299 1.19522 0.89360 0.2167
```

* HOMO energy: -9.15 eV
* spin multiplicity: 1
* relative energy (zero: lowest compared OMol25 entry of this formula, charge and spin): 4.390 eV
* frontier orbital gap: 10.42 eV